Entry 1:
The following is a quantum chemistry calculation of the ion C4H10NO2 with charge -1, from OMol25.

Properties
Energy relative to the best compared isomer or geometry (same formula, charge and spin), kJ/mol: 315.7
LUMO, Eh: 0.1485
HOMO level, Ha: -0.105
SMILES: C[C@@H](O)[C@H](N)C[O-]
Orbital gap, eV: 6.906

```
! RIJCOSX wB97M-V def2-TZVPD def2/J DEFGRID3
* xyz -1 1
C -1.37 0.71 -0.08
O -2.66 0.70 0.11
C -0.60 -0.63 0.09
C 0.90 -0.57 0.55
C 1.67 0.57 -0.27
O 0.87 -0.16 1.92
N -0.89 -1.43 -1.10
H -0.74 1.37 0.78
H -0.89 1.24 -0.93
H -1.11 -1.16 1.00
H 1.40 -1.55 0.51
H 1.06 1.10 -1.00
H 2.01 1.29 0.48
H 2.55 0.13 -0.80
H 0.18 0.53 1.88
H -0.53 -0.96 -1.92
H -1.87 -1.18 -1.23
*
```

***

Entry 2:
The following is a quantum chemistry calculation of a cluster of 6 separate species, C5H23NO6 in total, from OMol25.

Properties
Energy relative to the best compared isomer or geometry (same formula, charge and spin), kJ/mol: 451.2
LUMO, Eh: 0.0016
HOMO level, Ha: -0.314
SMILES: CCNCCCO.O.O.O.O.O
Orbital gap, eV: 8.577

```
! RIJCOSX wB97M-V def2-TZVPD def2/J DEFGRID3
* xyz 0 1
C 0.04 1.31 1.42
N 1.37 0.76 1.20
C 1.46 -0.64 1.77
C 2.31 -1.55 0.96
C 2.01 -1.57 -0.51
O 0.72 -2.07 -0.57
C -0.13 2.60 0.75
H -0.16 1.29 2.59
H -0.80 0.65 1.18
H 1.59 0.60 0.15
H 0.48 -1.13 2.03
H 1.84 -0.27 2.74
H 2.32 -2.58 1.47
H 3.36 -1.21 1.13
H 1.99 -0.55 -1.10
H 2.61 -2.41 -1.05
H 0.60 -2.73 -1.31
H -0.13 3.52 1.43
H -1.07 2.79 0.12
H 0.69 2.75 -0.03
H -2.89 0.74 0.18
H -3.53 -0.47 0.50
O -3.16 0.27 0.88
H -1.23 -1.59 -2.02
H -0.35 -0.50 -2.77
O -0.72 -0.80 -1.98
H 1.48 1.70 -2.96
H 1.52 1.80 -1.43
O 1.02 1.53 -2.16
H -2.09 2.66 -1.48
H -1.67 1.36 -1.25
O -2.51 1.77 -1.43
H -0.50 -1.28 0.59
H -1.12 -2.54 0.56
O -1.18 -1.79 1.01
*
```

***

Entry 3:
The following is a quantum chemistry calculation of the molecule C5H5N, from OMol25.

Properties
Energy relative to the best compared isomer or geometry (same formula, charge and spin), kJ/mol: 225.7
LUMO, Eh: 0.0285
HOMO level, Ha: -0.389
SMILES: C#C[C@H](C)C#N
Orbital gap, eV: 11.354

```
! RIJCOSX wB97M-V def2-TZVPD def2/J DEFGRID3
* xyz 0 1
C -1.21 -0.56 -0.45
C -0.18 0.21 0.36
C 1.20 -0.22 0.19
C 2.31 -0.61 0.00
C -0.34 1.67 0.25
N -0.51 2.80 0.17
H -1.09 -1.63 -0.26
H -2.22 -0.25 -0.18
H -1.06 -0.39 -1.52
H -0.21 -0.07 1.46
H 3.30 -0.96 -0.03
*
```

***

Entry 4:
The following is a quantum chemistry calculation of a structure of composition C44H45BrN6O5S3SiTa, from OMol25.

Properties
Energy relative to the best compared isomer or geometry (same formula, charge and spin), kJ/mol: 66.0
LUMO, Eh: 0.0409
HOMO level, Ha: -0.185
Orbital gap, eV: 6.156

```
! RIJCOSX wB97M-V def2-TZVPD def2/J DEFGRID3
* xyz -1 1
Ta 0.43 0.16 -0.03
O -2.51 -2.97 -0.58
C -1.88 -1.92 -0.52
N -0.81 -1.63 0.24
C -0.38 -2.55 1.21
C -0.58 -3.93 1.23
C 0.00 -4.67 2.26
C 0.76 -4.07 3.24
C 0.97 -2.69 3.22
C 0.39 -1.94 2.21
N 0.49 -0.55 2.01
C 0.39 0.24 3.10
O 0.56 -0.05 4.27
C -0.12 1.60 2.75
C -0.28 2.56 3.74
C -0.90 3.75 3.42
C -1.36 3.92 2.12
C -1.14 2.93 1.19
N -0.51 1.78 1.48
C -2.36 -0.75 -1.31
C -3.45 -0.92 -2.15
C -3.95 0.17 -2.83
C -3.35 1.40 -2.62
C -2.26 1.48 -1.77
N -1.75 0.43 -1.13
H -1.16 -4.40 0.46
H -0.15 -5.75 2.27
H 1.21 -4.66 4.02
H 1.56 -2.21 3.98
H 0.08 2.32 4.73
H -1.04 4.52 4.16
H -1.88 4.82 1.81
H -1.44 3.09 0.17
H -3.85 -1.92 -2.24
H -4.78 0.07 -3.51
H -3.69 2.30 -3.12
H -1.76 2.43 -1.64
S 0.61 -0.51 -2.46
C 2.19 -1.18 -2.73
C 2.73 -1.22 -4.01
C 4.00 -1.75 -4.22
C 4.54 -1.76 -5.55
N 4.97 -1.76 -6.62
C 4.73 -2.26 -3.13
C 4.18 -2.23 -1.86
C 2.90 -1.71 -1.64
S 2.17 -1.74 -0.08
C 6.04 -2.80 -3.32
N 7.10 -3.24 -3.46
H 2.17 -0.82 -4.84
H 4.75 -2.61 -1.02
C -2.62 6.39 -0.63
C -2.18 5.69 -1.91
C -1.55 6.69 -2.88
C -3.37 5.01 -2.57
O -1.24 4.68 -1.51
Si 0.01 3.98 -2.35
S 0.79 2.51 -1.12
O 1.18 5.08 -2.69
C 2.17 5.72 -1.86
C 2.51 7.03 -2.57
C 3.40 4.82 -1.80
C 1.64 5.99 -0.46
O -0.65 3.59 -3.79
C -0.10 3.00 -4.98
C -0.93 1.77 -5.29
C 1.37 2.64 -4.82
C -0.26 4.05 -6.08
H -3.37 7.14 -0.84
H -1.76 6.87 -0.16
H -3.04 5.66 0.06
H -2.28 7.46 -3.13
H -1.23 6.20 -3.80
H -0.68 7.16 -2.42
H -4.10 5.75 -2.90
H -3.86 4.34 -1.86
H -3.03 4.43 -3.44
H 2.88 6.82 -3.57
H 3.28 7.56 -2.01
H 1.63 7.66 -2.65
H 3.74 4.58 -2.81
H 3.16 3.89 -1.28
H 4.21 5.32 -1.26
H 0.76 6.64 -0.50
H 2.41 6.49 0.13
H 1.36 5.06 0.04
H -0.83 1.03 -4.49
H -0.60 1.30 -6.22
H -1.99 2.05 -5.39
H 1.49 1.88 -4.04
H 1.96 3.52 -4.56
H 1.76 2.23 -5.76
H -1.31 4.34 -6.17
H 0.09 3.66 -7.04
H 0.32 4.94 -5.83
Br 6.97 2.38 1.27
C 5.17 1.81 0.97
C 4.73 1.61 -0.33
C 3.41 1.22 -0.53
C 2.50 0.98 0.51
C 3.02 1.18 1.79
C 4.33 1.60 2.03
H 5.39 1.77 -1.17
H 3.10 1.11 -1.56
H 2.43 1.00 2.68
H 4.67 1.75 3.05
*
```

***

Entry 5:
The following is a quantum chemistry calculation of a cluster of 5 separate species, CH12O4 in total, from OMol25.

Properties
Energy relative to the best compared isomer or geometry (same formula, charge and spin), kJ/mol: 100.1
LUMO, Eh: 0.0084
HOMO level, Ha: -0.388
SMILES: C.O.O.O.O
Orbital gap, eV: 10.779

```
! RIJCOSX wB97M-V def2-TZVPD def2/J DEFGRID3
* xyz 0 1
C -0.66 -1.72 0.55
H -0.99 -1.59 -0.47
H -0.51 -0.77 1.16
H 0.32 -2.15 0.54
H -1.40 -2.29 1.13
H 2.01 -0.81 1.18
H 1.54 -0.28 -0.17
O 1.64 -0.02 0.78
H -1.00 2.66 -1.40
H -1.65 2.53 -0.06
O -1.65 2.10 -0.96
H 0.48 0.00 -1.99
H 1.61 -0.82 -2.45
O 1.07 -0.69 -1.66
H -0.77 0.85 0.83
H 0.44 1.41 1.61
O -0.47 1.60 1.37
*
```

***

Entry 6:
The following is a quantum chemistry calculation of a structure of composition C20H42N3OP2Pb, from OMol25.

Properties
Energy relative to the best compared isomer or geometry (same formula, charge and spin), kJ/mol: 0.0
LUMO, Eh: -0.0894
HOMO level, Ha: -0.351
Orbital gap, eV: 7.122

```
! RIJCOSX wB97M-V def2-TZVPD def2/J DEFGRID3
* xyz 1 1
Pb 0.23 0.00 -0.12
P 0.70 1.03 2.38
P -1.44 0.21 -2.29
N -1.84 0.39 0.77
C -1.00 1.05 3.04
H -0.97 0.66 4.07
H -1.32 2.11 3.11
C -2.01 0.24 2.20
H -1.96 -0.83 2.51
H -3.03 0.58 2.47
C -2.99 -0.15 0.06
H -3.91 0.22 0.56
H -3.02 -1.26 0.13
C -3.05 0.27 -1.43
H -3.46 1.29 -1.53
H -3.75 -0.40 -1.96
C -1.27 -1.45 -3.08
C 0.21 -1.78 -3.33
H 0.30 -2.84 -3.59
H 0.87 -1.58 -2.47
H 0.59 -1.20 -4.19
C -1.17 1.58 -3.47
C 0.21 1.49 -4.15
H 0.39 2.42 -4.70
H 0.25 0.68 -4.89
H 1.04 1.36 -3.44
C 1.56 2.63 2.50
C 2.99 2.58 1.93
H 3.38 3.60 1.86
H 3.04 2.13 0.93
H 3.67 2.03 2.60
C 1.64 -0.32 3.21
C 2.88 -0.71 2.39
H 3.29 -1.64 2.79
H 3.67 0.06 2.47
H 2.68 -0.87 1.32
C 2.84 0.73 -1.44
C -2.31 1.74 -4.47
H -2.36 0.91 -5.18
H -3.28 1.85 -3.97
H -2.13 2.66 -5.05
C 1.52 3.23 3.91
H 1.94 4.24 3.86
H 0.49 3.32 4.29
H 2.13 2.66 4.62
C 2.02 -0.05 4.67
H 2.37 -1.00 5.10
H 2.86 0.66 4.75
H 1.17 0.30 5.28
C -2.09 -1.64 -4.35
H -1.66 -1.10 -5.20
H -2.06 -2.71 -4.62
H -3.15 -1.36 -4.23
H -1.65 -2.15 -2.31
H 0.93 -1.17 3.20
H -1.15 2.48 -2.82
H 0.97 3.29 1.83
O 3.89 0.58 -1.87
H -0.99 3.10 0.07
H -0.35 3.18 -0.33
N 0.69 -3.34 1.42
C 0.75 -4.68 1.34
C 0.10 -5.02 0.16
C -0.31 -3.81 -0.40
N 0.05 -2.76 0.37
H 1.06 -2.76 2.17
H 1.24 -5.30 2.09
H -0.05 -6.01 -0.24
H -0.87 -3.66 -1.32
*
```

***

Entry 7:
The following is a quantum chemistry calculation of a structure of composition C38H39N3O4P2ScTe, from OMol25.

Properties
Energy relative to the best compared isomer or geometry (same formula, charge and spin), kJ/mol: 64.5
LUMO, Eh: -0.1285
HOMO level, Ha: -0.385
Orbital gap, eV: 6.975

```
! RIJCOSX wB97M-V def2-TZVPD def2/J DEFGRID3
* xyz 1 1
Sc 0.33 -0.08 -0.04
C -2.04 -1.71 -2.60
C -2.25 -0.37 -3.07
C -1.10 0.34 -2.88
C -0.11 -0.51 -2.23
C -0.76 -1.82 -2.12
H -2.78 -2.50 -2.62
H -3.17 0.00 -3.51
H -0.93 1.37 -3.18
H 0.91 -0.43 -2.61
H -0.29 -2.73 -1.79
C -1.36 3.90 2.33
N -0.91 2.69 1.64
P -1.56 2.08 0.19
C -1.93 3.58 -0.76
C -3.14 3.77 -1.42
C -3.34 4.92 -2.18
C -2.33 5.87 -2.28
C -1.12 5.68 -1.63
C -0.92 4.53 -0.88
C -3.21 1.41 0.56
C -3.54 0.22 -0.10
C -4.81 -0.33 0.03
C -5.74 0.28 0.85
C -5.41 1.44 1.54
C -4.16 2.01 1.39
P 0.57 1.90 2.05
C 1.61 3.24 2.71
C 2.49 3.87 1.83
C 3.30 4.90 2.26
C 3.26 5.29 3.59
C 2.40 4.67 4.48
C 1.57 3.64 4.04
C 0.13 0.99 3.57
C 1.16 0.34 4.25
C 0.87 -0.41 5.38
C -0.44 -0.51 5.83
C -1.46 0.14 5.16
C -1.18 0.89 4.03
H -2.31 4.23 1.90
H -0.64 4.71 2.22
H -1.50 3.71 3.39
H -3.93 3.03 -1.34
H -4.28 5.07 -2.69
H -2.49 6.76 -2.88
H -0.34 6.42 -1.72
H 0.03 4.38 -0.37
H -2.81 -0.26 -0.74
H -5.07 -1.22 -0.52
H -6.73 -0.14 0.96
H -6.14 1.91 2.19
H -3.93 2.94 1.91
H 2.52 3.54 0.79
H 3.98 5.39 1.57
H 3.92 6.08 3.94
H 2.37 4.98 5.51
H 0.89 3.16 4.74
H 2.17 0.40 3.89
H 1.66 -0.93 5.90
H -0.66 -1.09 6.72
H -2.48 0.06 5.52
H -1.98 1.40 3.50
C 2.25 -2.93 -3.23
C 2.67 -2.78 -1.81
N 2.18 -1.97 -0.88
C 2.94 -2.21 0.25
C 3.88 -3.17 0.00
N 3.69 -3.51 -1.31
C 4.98 -3.82 0.77
O 5.11 -3.47 2.03
O 5.68 -4.63 0.21
C 2.65 -1.44 1.47
O 3.27 -1.61 2.51
O 1.68 -0.60 1.31
H 1.37 -2.34 -3.45
H 2.03 -3.97 -3.45
H 3.06 -2.61 -3.90
H 4.25 -4.21 -1.78
H 4.47 -2.76 2.29
C -3.04 -1.89 2.51
Te -0.97 -1.90 1.96
C -1.25 -3.77 0.93
H -3.64 -2.21 1.67
H -3.34 -0.89 2.82
H -3.16 -2.59 3.34
H -1.51 -4.52 1.68
H -0.33 -4.06 0.43
H -2.05 -3.67 0.21
*
```

***

Entry 8:
The following is a quantum chemistry calculation of a cluster of 2 separate species, C4H9O2 in total, from OMol25.

Properties
Energy relative to the best compared isomer or geometry (same formula, charge and spin), kJ/mol: 27.9
LUMO, Eh: 0.1391
HOMO level, Ha: -0.139
Orbital gap, eV: 7.575

```
! RIJCOSX wB97M-V def2-TZVPD def2/J DEFGRID3
* xyz -1 1
C 0.58 1.62 0.06
C -0.49 1.23 1.12
O -1.23 0.25 0.87
O -0.54 2.02 2.10
H 0.62 2.68 -0.20
H 0.45 0.95 -0.78
H 1.56 1.52 0.54
C 1.09 -2.21 -2.21
C 0.08 -2.19 -1.06
H 2.13 -2.21 -1.90
H 0.92 -3.13 -2.80
H 0.96 -1.33 -2.83
H 0.37 -2.82 -0.22
H 0.06 -1.18 -0.68
H -0.93 -2.38 -1.40
*
```